No. 1
# C3H28O11

A 11-piece molecular cluster, C3H28O11 overall in a non-equilibrium geometry (ωB97M-V with the def2-TZVPD basis set, OMol25).

```
! wB97M-V def2-TZVPD RIJCOSX def2/J DEFGRID3
* xyz 0 1
O -2.7104 -1.2465 -5.1140
H -3.6398 -1.0499 -4.9967
H -2.5439 -1.0748 -6.0409
O 7.7246 0.7108 -3.0687
H 7.4865 0.1364 -3.7964
H 6.8909 1.0667 -2.7612
O -4.8400 1.9920 -1.8496
H -3.8883 2.0942 -1.8377
H -5.0043 1.2123 -1.3192
O 0.7940 -0.9599 -1.2939
H 1.3026 -0.1649 -1.4538
H 0.2306 -1.0432 -2.0633
O 3.6596 2.9765 -2.9037
H 3.8394 3.0134 -3.8432
H 2.9123 3.5616 -2.7793
O -0.5601 5.0138 -1.3730
H -1.1975 5.6442 -1.7085
H -0.9247 4.7263 -0.5360
O 3.6675 -4.8026 -0.2470
H 2.8313 -4.3570 -0.1114
H 4.0341 -4.3920 -1.0301
O 1.3842 -3.7988 -6.9979
H 0.4493 -3.6537 -7.1434
H 1.5080 -4.7359 -7.1490
O -1.2006 -7.1752 -0.4990
H -0.9211 -7.9036 0.0555
H -0.6297 -6.4492 -0.2475
O -4.4697 -1.4162 1.6366
H -4.3328 -2.3625 1.6814
H -3.6095 -1.0401 1.8234
C -0.6856 0.8192 5.7078
C -1.1281 2.1854 5.2461
C -0.5162 3.2730 6.0702
O -0.7690 2.2922 3.9514
H 0.3890 0.7395 5.8722
H -1.0538 0.0546 5.0238
H -1.1175 0.5852 6.6808
H -2.2160 2.2381 5.2903
H -0.5141 4.2568 5.6009
H 0.3806 3.1499 6.6775
H -1.1944 3.4670 6.9012
H 0.1828 2.4167 3.9450
*
```

Calculated values
orbital gap: 10.235 eV
largest force on an atom: 0.067 Eh/bohr
structure (SMILES): CC(C)O.O.O.O.O.O.O.O.O.O.O
LUMO energy: 0.07 eV
relative energy (zero: lowest compared OMol25 entry of this formula, charge and spin): 99.8 kcal per mole

No. 2
# C22H24MnN7O5S2

C22H24MnN7O5S2 as an isolated structure in a non-equilibrium geometry (ωB97M-V with the def2-TZVPD basis set, OMol25).

```
! wB97M-V def2-TZVPD RIJCOSX def2/J DEFGRID3
* xyz -1 6
Mn -0.6835 0.3284 -0.0445
C -5.6448 -1.3311 1.7036
C -4.7971 -2.5845 1.5281
N -3.4516 -2.4394 2.0553
C -2.4645 -1.7242 1.4593
S -2.5845 -1.3415 -0.2063
N -1.4692 -1.4611 2.3280
N -0.4726 -0.7288 1.8000
C 0.5892 -0.5217 2.4901
C 0.8440 -1.0776 3.8539
C 1.6338 0.3166 1.8311
C 2.8340 0.6018 2.4696
C 3.7992 1.3348 1.7965
C 3.5475 1.7710 0.5094
C 2.3200 1.4585 -0.0518
N 1.3927 0.7550 0.5868
H -6.6130 -1.4511 1.2120
H -5.1371 -0.4746 1.2593
H -5.8230 -1.1204 2.7604
H -4.7184 -2.8449 0.4747
H -5.2510 -3.4326 2.0436
H -3.3459 -2.4743 3.0586
H 0.0126 -1.7133 4.1413
H 0.9490 -0.2762 4.5901
H 1.7643 -1.6660 3.8676
H 3.0114 0.2412 3.4717
H 4.7439 1.5568 2.2769
H 4.2789 2.3318 -0.0551
H 2.0567 1.7833 -1.0520
O -2.0733 1.7351 0.9269
N -2.0085 2.9172 0.5030
N -1.3832 3.0424 -0.6098
O -0.8283 2.0294 -1.2445
C -1.2185 4.3603 -1.1543
C -0.2547 4.5428 -2.1296
C -0.0676 5.8099 -2.6690
C -0.8384 6.8777 -2.2390
C -1.8091 6.6726 -1.2653
C -2.0095 5.4148 -0.7205
H 0.3242 3.6931 -2.4586
H 0.6869 5.9557 -3.4317
H -0.6922 7.8625 -2.6638
H -2.4239 7.4979 -0.9301
H -2.7648 5.2437 0.0321
N 0.1953 -0.9263 -1.9389
C 1.0672 -2.0879 -1.8800
C 1.2126 -2.9236 -2.9820
C 2.0789 -4.0024 -2.9324
C 2.8178 -4.2589 -1.7797
C 2.6566 -3.4345 -0.6772
C 1.7770 -2.3574 -0.7238
S 3.9473 -5.6524 -1.7407
O 4.7326 -5.4393 -0.5331
O 4.6951 -5.5228 -2.9826
O 3.0724 -6.8131 -1.6944
H -0.6194 -1.1359 -2.5042
H 0.6826 -0.1713 -2.4150
H 0.6500 -2.7153 -3.8868
H 2.2079 -4.6498 -3.7904
H 3.2321 -3.6512 0.2136
H 1.6338 -1.7286 0.1437
*
```

Calculated values
orbital gap (spin up / spin down): 6.985 / 6.857 eV
largest force on an atom: 0.023 Eh/bohr
LUMO energy (spin up / spin down): 1.72 / 1.59 eV
⟨S²⟩: 8.76
relative energy (zero: lowest compared OMol25 entry of this formula, charge and spin): 11.3 kcal per mole

No. 3
# C2H7NO3

A 2-piece molecular cluster, C2H7NO3 overall in a non-equilibrium geometry (ωB97M-V with the def2-TZVPD basis set, OMol25).

```
! wB97M-V def2-TZVPD RIJCOSX def2/J DEFGRID3
* xyz 1 2
O 0.4417 -1.0558 -1.9288
C -0.2603 -0.0814 -2.1633
N -0.9017 0.7287 -1.0920
C -1.3494 0.1187 0.1417
O -0.6970 0.7201 1.2516
H -0.1349 0.2906 -3.1897
H -1.2835 1.7166 -1.0832
H -2.5504 0.4041 0.5001
H -1.0785 -1.0141 0.2228
H 0.1898 1.1822 1.0766
H 1.8881 -0.7891 1.7137
H 3.3299 -0.8330 2.3631
O 2.4063 -1.3876 2.1874
*
```

Calculated values
orbital gap (spin up / spin down): 9.678 / 4.437 eV
largest force on an atom: 0.104 Eh/bohr
LUMO energy (spin up / spin down): -4.74 / -9.98 eV
⟨S²⟩: 0.77
relative energy (zero: lowest compared OMol25 entry of this formula, charge and spin): 81.4 kcal per mole

No. 4
# C22H35BrClF11IrN5O7S4SiTe

C22H35BrClF11IrN5O7S4SiTe as an isolated structure in a non-equilibrium geometry (ωB97M-V with the def2-TZVPD basis set, OMol25).

```
! wB97M-V def2-TZVPD RIJCOSX def2/J DEFGRID3
* xyz 0 1
Ir 0.5724 -2.0264 -0.0488
N -1.3702 -2.0052 2.8990
C -0.0289 -2.1094 3.0306
N 0.8106 -2.0329 2.0329
C 2.1326 -2.1386 2.4488
C 2.2923 -2.2595 3.7791
S 0.7521 -2.2620 4.5609
C 3.1009 -2.1674 1.3646
C 4.4193 -2.4088 1.3778
S 5.0312 -2.4535 -0.2387
C 3.4498 -2.1351 -0.8686
N 2.5557 -1.9940 0.0998
N 3.1937 -1.9546 -2.1524
H -1.7341 -2.0966 1.9641
H -1.9626 -2.2980 3.6547
H 3.2001 -2.3614 4.3484
H 5.0591 -2.5981 2.2222
H 3.8555 -2.2620 -2.8439
H 2.2006 -1.9082 -2.4308
F -2.1802 -2.9733 -4.4943
Te -0.4111 -2.7430 -3.2944
F -2.6311 -3.7408 -1.5544
F -0.3576 -1.1810 -4.3920
F 0.6187 -4.2866 -2.2557
F 1.2021 -2.9923 -4.2785
O 0.5379 -1.6159 -2.0124
C -0.6911 2.1058 -2.5071
C -0.7564 3.2300 -1.4547
C -2.1848 3.2272 -0.8915
C -0.5189 4.5891 -2.1429
Si 0.5318 2.9910 -0.0729
Br 0.4820 0.6011 0.2619
C 0.0492 3.5572 1.6852
C -0.2630 5.0658 1.6546
C -1.1782 2.8095 2.2388
C 1.1994 3.3070 2.6720
C 2.3570 3.2285 -0.5685
C 2.5848 2.7466 -2.0110
C 3.3434 2.4380 0.3116
C 2.7013 4.7273 -0.4718
H -1.4271 2.3191 -3.2885
H -0.9336 1.1335 -2.0801
H 0.2816 2.0203 -2.9840
H -2.8890 3.3428 -1.7213
H -2.3617 4.0451 -0.1923
H -2.4054 2.2819 -0.3936
H -1.2958 4.7417 -2.8974
H 0.4456 4.6373 -2.6470
H -0.5723 5.4216 -1.4345
H -1.0980 5.2999 0.9916
H 0.5967 5.6557 1.3295
H -0.5350 5.3953 2.6619
H -2.0806 3.0073 1.6652
H -1.3543 3.1470 3.2652
H -1.0133 1.7327 2.2585
H 2.0649 3.9335 2.4559
H 1.5103 2.2606 2.6653
H 0.8577 3.5553 3.6817
H 2.3479 1.6854 -2.1154
H 3.6407 2.8827 -2.2627
H 2.0009 3.3065 -2.7398
H 3.0880 1.3799 0.3503
H 3.3896 2.8129 1.3315
H 4.3432 2.5322 -0.1228
H 2.0413 5.3457 -1.0851
H 3.7262 4.8824 -0.8216
H 2.6429 5.0907 0.5564
Cl -0.4986 -6.6587 1.1612
C 0.7402 -6.2321 -0.0698
C 1.3557 -4.8645 0.1576
O 2.5519 -4.7307 0.0420
O 0.4562 -3.9520 0.4763
H 0.2593 -6.1888 -1.0430
H 1.5186 -6.9843 -0.0441
F -3.2607 -0.0897 0.0545
C -4.3992 -0.7366 0.1525
F -5.3472 -0.1230 -0.4684
F -4.6775 -0.9921 1.3977
S -2.6047 -2.2903 -1.1299
O -1.6712 -2.2490 -0.0243
O -2.3379 -1.3892 -2.1785
N -4.1349 -2.1091 -0.5506
S -5.2819 -3.3159 -0.3108
O -5.3002 -4.2127 -1.4004
O -6.4355 -2.6368 0.1610
C -4.6011 -4.2690 1.1301
F -3.5301 -4.9424 0.7565
F -5.5291 -5.0850 1.5822
F -4.2487 -3.4168 2.0996
*
```

Calculated values
orbital gap: 7.497 eV
largest force on an atom: 0.054 Eh/bohr
LUMO energy: -0.39 eV
relative energy (zero: lowest compared OMol25 entry of this formula, charge and spin): 68.4 kcal per mole

No. 5
# C19H28N2O5

One molecule with the formula C19H28N2O5 (ωB97M-V with the def2-TZVPD basis set, OMol25).

```
! wB97M-V def2-TZVPD RIJCOSX def2/J DEFGRID3
* xyz 0 1
C -1.5700 0.1285 2.3856
H -1.7253 -0.5280 1.5240
O -2.3799 1.2780 2.3197
C -2.2044 2.1387 1.2731
C -1.3051 1.9151 0.2449
C -1.1703 2.8551 -0.7747
C -1.9119 4.0180 -0.7366
C -2.8385 4.2562 0.2815
C -3.0044 3.3012 1.2916
O -3.8920 3.5180 2.3311
C -4.9435 2.5810 2.4530
H -5.5769 2.9548 3.2562
H -4.5740 1.5870 2.7109
H -5.5259 2.5206 1.5259
O -3.4892 5.4415 0.1583
C -4.4317 5.8765 1.1130
H -4.6961 6.8887 0.8056
H -4.0104 5.8945 2.1193
H -5.3304 5.2541 1.1082
H -1.7909 4.7615 -1.5074
C -0.1897 2.6566 -1.8833
O 0.4015 3.5750 -2.4191
N -0.0498 1.3642 -2.2718
H -0.4499 0.6365 -1.6955
C 1.0495 0.9316 -3.0927
H 1.3952 1.7991 -3.6603
H 0.6988 0.1592 -3.7840
C 2.2050 0.3822 -2.2368
H 3.0436 0.1151 -2.8802
H 2.5283 1.1726 -1.5539
C 1.7722 -0.8065 -1.3930
O 0.7086 -0.8491 -0.7978
N 2.6664 -1.8116 -1.3414
H 3.5441 -1.7250 -1.8293
C 2.4777 -3.0132 -0.5518
C 2.5759 -4.2574 -1.4352
C 2.3604 -5.5162 -0.6001
C 3.3804 -5.5890 0.5321
C 3.2894 -4.3455 1.4111
C 3.5058 -3.0849 0.5792
H 4.5115 -3.0978 0.1504
H 3.4174 -2.1975 1.2088
H 4.0363 -4.3940 2.2057
H 2.3038 -4.3032 1.8792
H 4.3858 -5.6638 0.1113
H 3.2032 -6.4821 1.1338
H 2.4453 -6.3987 -1.2368
H 1.3527 -5.5014 -0.1798
H 3.5657 -4.2919 -1.8986
H 1.8310 -4.2008 -2.2312
H 1.4709 -2.9381 -0.1286
H -0.6830 1.0354 0.2571
H -1.8738 -0.3889 3.2948
H -0.5095 0.3879 2.4542
*
```

Calculated values
orbital gap: 8.798 eV
largest force on an atom: 0.014 Eh/bohr
structure (SMILES): COc1cc(C(=O)NCCC(=O)NC2CCCCC2)cc(OC)c1OC
LUMO energy: 0.61 eV
relative energy (zero: lowest compared OMol25 entry of this formula, charge and spin): 46.6 kcal per mole